(1)
# C4H5NO2

A single C4H5NO2 molecule (ωB97M-V with the def2-TZVPD basis set, the Open Molecules 2025 dataset).

```
12
C4H5NO2 (ωB97M-V with the def2-TZVPD basis set)
N -2.610 -0.936 -0.060
C -1.297 -0.686 -0.039
C -0.102 -0.476 -0.023
C 1.208 0.129 -0.277
O 2.266 -0.372 0.518
C 1.095 1.625 0.026
O 0.656 2.434 -0.749
H -3.173 -0.673 0.733
H -2.953 -1.697 -0.623
H 1.436 0.025 -1.347
H 2.029 -1.264 0.796
H 1.446 1.893 1.044
```

Values from the calculation:
E_tot = -9811.46700 eV
gap between HOMO and LUMO = 9.7 eV
multiplicity = 1
SMILES string = NC#C[C@H](O)C=O
total charge = 0
M = 99.1 g/mol

(2)
# C4H5NO2

C4H5NO2 as an isolated structure (ωB97M-V with the def2-TZVPD basis set, the Open Molecules 2025 dataset).

```
12
C4H5NO2 (ωB97M-V with the def2-TZVPD basis set)
O 0.848 2.706 0.321
C 0.477 1.455 0.368
N 1.712 1.226 0.307
C 0.481 -1.273 -0.527
C -0.809 -0.638 -0.075
O -0.904 -0.325 1.302
C -0.824 0.761 0.396
H 1.341 -0.755 -0.101
H 0.538 -2.312 -0.198
H 0.580 -1.226 -1.615
H -1.734 -1.021 -0.508
H -1.704 1.401 0.330
```

Values from the calculation:
E_tot = -9809.36197 eV
gap between HOMO and LUMO = 10.1 eV
multiplicity = 1
total charge = 0
M = 99.1 g/mol

(3)
# C4H5NO2

A single C4H5NO2 molecule in a non-equilibrium geometry (ωB97M-V with the def2-TZVPD basis set, the Open Molecules 2025 dataset).

```
12
C4H5NO2 (ωB97M-V with the def2-TZVPD basis set)
C 1.250 -0.948 1.471
C 0.052 -0.790 0.957
C -0.244 0.045 -0.210
C -1.603 0.266 -0.764
O -2.577 -0.198 -0.155
N 0.732 0.608 -0.753
O 0.333 1.610 -1.734
H 2.113 -0.454 1.017
H 1.294 -1.808 2.241
H -0.756 -1.555 1.315
H -1.681 0.982 -1.554
H 1.088 2.242 -1.832
```

Values from the calculation:
E_tot = -9810.45131 eV
gap between HOMO and LUMO = 9.3 eV
multiplicity = 1
SMILES string = C=C/C(C=O)=N/O
total charge = 0
M = 99.1 g/mol

(4)
# C4H5NO2

A single C4H5NO2 molecule in a non-equilibrium geometry (ωB97M-V with the def2-TZVPD basis set, the Open Molecules 2025 dataset).

```
12
C4H5NO2 (ωB97M-V with the def2-TZVPD basis set)
O -2.168 -1.093 -0.750
C -1.455 -0.284 -1.288
C -0.139 0.199 -0.671
O 0.812 0.557 -1.496
N -0.164 1.208 0.328
C 0.930 0.650 1.113
C 0.412 -0.693 0.607
H -1.701 0.171 -2.267
H 0.795 0.918 2.164
H 1.932 0.918 0.781
H 1.131 -1.414 0.214
H -0.379 -1.133 1.209
```

Values from the calculation:
E_tot = -9808.44395 eV
gap between HOMO and LUMO (alpha / beta) = 8.9 / 7.3 eV
multiplicity = 1
total charge = 0
M = 99.1 g/mol

(5)
# C4H5NO2

A single C4H5NO2 molecule in a non-equilibrium geometry (ωB97M-V with the def2-TZVPD basis set, the Open Molecules 2025 dataset).

```
12
C4H5NO2 (ωB97M-V with the def2-TZVPD basis set)
O 1.131 -1.131 -0.365
C 0.830 -0.085 -1.182
C -0.188 0.806 -0.637
C -1.267 -0.083 0.023
N -0.503 0.629 0.877
C 0.518 -0.280 1.518
O 1.790 -0.072 1.385
H 1.325 0.324 -2.147
H -0.555 1.706 -1.052
H -0.817 -0.975 -0.387
H -2.377 0.222 -0.114
H 0.112 -1.062 2.079
```

Values from the calculation:
E_tot = -9809.08170 eV
gap between HOMO and LUMO = 9.6 eV
multiplicity = 1
SMILES string = O=C[C@H]1CN1C=O
total charge = 0
M = 99.1 g/mol

(6)
# C4H5NO2

C4H5NO2 as an isolated structure in a non-equilibrium geometry (ωB97M-V with the def2-TZVPD basis set, the Open Molecules 2025 dataset).

```
12
C4H5NO2 (ωB97M-V with the def2-TZVPD basis set)
C 0.111 -1.511 -0.698
C 0.243 -0.211 -0.003
C -0.682 0.174 1.003
O -0.828 1.386 1.207
C 0.106 2.045 -0.151
O 0.060 3.223 -0.173
N 0.662 1.006 -0.647
H -0.188 -1.503 -1.746
H 1.067 -2.028 -0.651
H -0.603 -2.166 -0.190
H -1.222 -0.534 1.612
H 1.278 -0.012 0.419
```

Values from the calculation:
E_tot = -9811.66044 eV
gap between HOMO and LUMO = 8.8 eV
multiplicity = 1
total charge = 0
M = 99.1 g/mol

(7)
# C4H5NO2

A 2-piece molecular cluster, C4H5NO2 overall in a non-equilibrium geometry (ωB97M-V with the def2-TZVPD basis set, the Open Molecules 2025 dataset).

```
12
C4H5NO2 (ωB97M-V with the def2-TZVPD basis set)
O -0.372 -0.586 -3.171
C 0.187 -0.265 -2.209
C -0.794 -0.485 -0.397
C 0.209 -1.089 0.481
N 0.341 0.359 0.206
C 0.115 1.326 1.225
O -0.190 1.043 2.348
H 0.919 0.576 -0.653
H -1.754 -0.233 0.056
H 1.028 -1.650 0.023
H 0.015 -1.321 1.526
H 0.231 2.355 0.853
```

Values from the calculation:
E_tot = -9809.78535 eV
gap between HOMO and LUMO = 8.2 eV
multiplicity = 1
total charge = 0
M = 99.1 g/mol

(8)
# C4H5NO2

A single C4H5NO2 molecule in a non-equilibrium geometry (ωB97M-V with the def2-TZVPD basis set, the Open Molecules 2025 dataset).

```
12
C4H5NO2 (ωB97M-V with the def2-TZVPD basis set)
C 1.552 -0.428 -2.255
C 0.840 -0.159 -1.003
C 0.106 -0.019 -0.075
C -0.724 -0.006 1.170
O -2.056 -0.074 0.894
N -0.624 1.033 2.461
O -1.725 1.271 2.827
H 1.556 -1.419 -2.612
H 1.180 0.147 -3.046
H 2.491 -0.063 -1.967
H -0.317 -0.812 1.944
H -2.278 0.528 1.661
```

Values from the calculation:
E_tot = -9808.54717 eV
gap between HOMO and LUMO = 8.9 eV
multiplicity = 1
SMILES string = CC#C[C@H](O)N=O
total charge = 0
M = 99.1 g/mol

(9)
# C4H5NO2

A single C4H5NO2 molecule (ωB97M-V with the def2-TZVPD basis set, the Open Molecules 2025 dataset).

```
12
C4H5NO2 (ωB97M-V with the def2-TZVPD basis set)
O 1.208 2.867 0.995
C 0.262 1.339 -0.606
N 0.461 0.191 -0.027
C 0.226 -1.080 -0.682
C -0.804 -1.845 0.127
O -1.090 -1.539 1.257
C 0.259 2.437 0.372
H 0.613 0.104 0.980
H 1.140 -1.687 -0.757
H -0.138 -0.876 -1.693
H -1.280 -2.707 -0.377
H -0.759 2.884 0.462
```

Values from the calculation:
E_tot = -9811.17212 eV
gap between HOMO and LUMO = 9.5 eV
multiplicity = 1
total charge = 0
M = 99.1 g/mol

(10)
# C4H5NO2S

A single C4H5NO2S molecule in a non-equilibrium geometry (ωB97M-V with the def2-TZVPD basis set, the Open Molecules 2025 dataset).

```
13
C4H5NO2S (ωB97M-V with the def2-TZVPD basis set)
C 1.779 -0.333 -0.442
C 0.793 -0.429 -1.320
C -0.846 -0.120 -0.019
C -0.378 0.313 1.109
N -1.038 0.814 2.178
O 0.767 -0.725 -2.621
O -2.047 -0.019 -0.550
S 1.498 0.279 1.246
H 2.785 -0.162 -0.706
H -0.658 1.230 2.956
H -2.111 0.829 2.114
H 1.694 -0.917 -2.805
H -2.238 -0.759 -1.141
```

Values from the calculation:
E_tot = -20645.02897 eV
gap between HOMO and LUMO = 8.3 eV
multiplicity = 1
total charge = 0
M = 131.2 g/mol

(11)
# C4H5NO2S

A 2-piece molecular cluster, C4H5NO2S overall in a non-equilibrium geometry (ωB97M-V with the def2-TZVPD basis set, the Open Molecules 2025 dataset).

```
13
C4H5NO2S (ωB97M-V with the def2-TZVPD basis set)
C -1.762 -0.295 0.333
S -1.188 0.395 -1.051
O -0.868 1.780 -1.064
O -0.706 -0.514 -2.054
H -1.987 -1.395 0.155
H -2.544 0.241 0.843
C 1.804 -0.519 -0.617
C 1.380 -0.062 0.523
C 0.715 0.719 1.432
N 1.248 -0.339 1.959
H 1.425 -0.057 -1.522
H 2.418 -1.491 -0.715
H 0.065 1.537 1.778
```

Values from the calculation:
E_tot = -20643.31382 eV
gap between HOMO and LUMO = 8.5 eV
multiplicity = 1
SMILES string = C=S(=O)=O.C=C1C=N1
total charge = 0
M = 131.2 g/mol

(12)
# C4H5NO2S

A single C4H5NO2S molecule in a non-equilibrium geometry (ωB97M-V with the def2-TZVPD basis set, the Open Molecules 2025 dataset).

```
13
C4H5NO2S (ωB97M-V with the def2-TZVPD basis set)
C -0.035 1.928 0.325
C -0.236 0.643 -0.400
C -1.544 0.008 -0.067
O -2.701 0.379 -0.146
O -1.383 -1.316 0.244
N 0.058 -1.493 0.099
C 0.777 -0.365 -0.223
S 2.404 -0.033 -0.023
H 0.961 2.345 0.273
H -0.778 2.753 0.150
H -0.297 1.771 1.454
H -0.237 0.578 -1.449
H 0.371 -2.255 0.648
```

Values from the calculation:
E_tot = -20647.03773 eV
gap between HOMO and LUMO = 9.1 eV
multiplicity = 1
SMILES string = C[C@@H]1C(=O)ONC1=S
total charge = 0
M = 131.2 g/mol

(13)
# C4H5NO2S

A single C4H5NO2S molecule in a non-equilibrium geometry (ωB97M-V with the def2-TZVPD basis set, the Open Molecules 2025 dataset).

```
13
C4H5NO2S (ωB97M-V with the def2-TZVPD basis set)
C 0.124 -1.392 -0.512
C -0.513 -0.027 -0.688
O 0.322 0.924 -1.169
N 1.437 0.942 -0.327
C 1.163 1.320 0.851
S -0.207 1.286 1.914
C -1.294 0.451 0.562
O -2.484 0.566 0.657
H 0.397 -1.792 -1.515
H -0.523 -2.170 0.015
H 0.926 -1.307 0.175
H -1.442 -0.190 -1.324
H 2.094 1.389 1.362
```

Values from the calculation:
E_tot = -20646.29736 eV
gap between HOMO and LUMO = 10.0 eV
multiplicity = 1
SMILES string = C[C@@H]1ON=CSC1=O
total charge = 0
M = 131.2 g/mol

(14)
# C4H5NO2S

A 2-piece molecular cluster, C4H5NO2S overall in a non-equilibrium geometry (ωB97M-V with the def2-TZVPD basis set, the Open Molecules 2025 dataset).

```
13
C4H5NO2S (ωB97M-V with the def2-TZVPD basis set)
C -0.186 1.044 -0.531
C -0.190 -0.464 -0.462
C -1.414 -0.905 -0.945
C 0.829 -1.291 0.117
H 0.237 2.450 2.115
H -0.484 1.345 -1.492
H -1.777 -1.972 -0.967
H -1.919 -0.030 -1.284
H 1.441 0.089 1.181
N 0.139 1.929 0.322
O 0.672 1.382 1.461
O 1.823 -0.783 0.816
S 0.830 -2.795 -0.330
```

Values from the calculation:
E_tot = -20643.91936 eV
gap between HOMO and LUMO = 7.8 eV
multiplicity = 1
total charge = 0
M = 131.2 g/mol

(15)
# C4H5NO3

A single C4H5NO3 molecule in a non-equilibrium geometry (ωB97M-V with the def2-TZVPD basis set, the Open Molecules 2025 dataset).

```
13
C4H5NO3 (ωB97M-V with the def2-TZVPD basis set)
C -1.973 -0.857 -0.127
C -0.802 -0.252 -0.188
N 0.425 -0.926 0.064
C 1.669 -0.411 -0.190
O 2.683 -1.050 -0.190
O 1.684 0.948 -0.287
C 0.543 1.604 0.192
O -0.654 1.089 -0.406
H -1.994 -1.944 0.012
H -2.982 -0.390 -0.260
H 0.368 -1.950 0.256
H 0.562 2.642 -0.169
H 0.471 1.498 1.292
```

Values from the calculation:
E_tot = -11861.16947 eV
gap between HOMO and LUMO = 9.9 eV
multiplicity = 1
SMILES string = C=C1NC(=O)OCO1
total charge = 0
M = 115.1 g/mol

(16)
# C4H5NO3

A single C4H5NO3 molecule in a non-equilibrium geometry (ωB97M-V with the def2-TZVPD basis set, the Open Molecules 2025 dataset).

```
13
C4H5NO3 (ωB97M-V with the def2-TZVPD basis set)
O 1.306 1.761 -0.690
C 0.367 1.868 0.093
C -0.602 0.692 0.569
N -0.135 -0.729 0.077
C 1.281 -0.983 0.360
O 1.998 -1.590 -0.411
C -0.835 -1.413 -0.942
O -1.973 -1.147 -1.295
H -0.092 2.790 0.314
H -1.518 0.939 -0.120
H -0.974 0.607 1.676
H 1.499 -0.479 1.481
H -0.322 -2.315 -1.113
```

Values from the calculation:
E_tot = -11859.70258 eV
gap between HOMO and LUMO = 10.8 eV
multiplicity = 1
SMILES string = O=CCN(C=O)C=O
total charge = 0
M = 115.1 g/mol

(17)
# C4H5NO4

A single C4H5NO4 molecule in a non-equilibrium geometry (ωB97M-V with the def2-TZVPD basis set, the Open Molecules 2025 dataset).

```
14
C4H5NO4 (ωB97M-V with the def2-TZVPD basis set)
C -0.902 -1.059 -0.038
C 2.275 0.287 0.174
C -1.153 0.402 -0.391
C 0.965 -0.199 0.618
N -2.315 1.035 -0.039
O 2.679 -0.349 -0.927
O -1.707 -1.828 0.369
O 2.858 1.226 0.659
O 0.451 -1.293 -0.087
H -0.727 0.726 -1.345
H 0.709 0.009 1.650
H -2.741 1.592 -0.711
H 2.593 -1.272 -0.607
H -2.985 0.723 0.675
```

Values from the calculation:
E_tot = -13906.36058 eV
gap between HOMO and LUMO (alpha / beta) = 8.1 / 7.5 eV
multiplicity = 1
total charge = 0
M = 131.1 g/mol

(18)
# C4H5NOS

A single C4H5NOS molecule in a non-equilibrium geometry (ωB97M-V with the def2-TZVPD basis set, the Open Molecules 2025 dataset).

```
12
C4H5NOS (ωB97M-V with the def2-TZVPD basis set)
S 0.980 -1.518 -1.754
C 0.187 -1.337 -0.095
C -0.141 0.095 0.149
C -1.269 0.776 0.161
N -1.029 2.114 0.480
C 0.281 2.081 0.634
O 0.890 0.949 0.506
H 1.292 -2.836 -1.524
H -0.790 -1.905 -0.034
H 0.936 -1.760 0.609
H -2.268 0.456 -0.026
H 0.933 2.886 0.894
```

Values from the calculation:
E_tot = -18601.01351 eV
gap between HOMO and LUMO = 10.0 eV
multiplicity = 1
SMILES string = SCc1cnco1
total charge = 0
M = 115.2 g/mol

(19)
# C4H5NOS

C4H5NOS as an isolated structure in a non-equilibrium geometry (ωB97M-V with the def2-TZVPD basis set, the Open Molecules 2025 dataset).

```
12
C4H5NOS (ωB97M-V with the def2-TZVPD basis set)
C -2.229 0.965 -0.737
C -0.313 -1.021 -0.645
C 1.606 0.062 0.525
C 0.073 -0.149 0.421
N -1.895 2.063 -0.678
O 0.193 -1.763 -1.361
S -2.544 -0.643 -0.836
H 1.906 0.627 -0.438
H 1.891 0.645 1.334
H 2.026 -0.905 0.704
H -0.508 0.755 0.378
H -0.207 -0.635 1.335
```

Values from the calculation:
E_tot = -18600.25670 eV
gap between HOMO and LUMO = 9.5 eV
multiplicity = 1
total charge = 0
M = 115.2 g/mol

(20)
# C4H5NOS

C4H5NOS as an isolated structure in a non-equilibrium geometry (ωB97M-V with the def2-TZVPD basis set, the Open Molecules 2025 dataset).

```
12
C4H5NOS (ωB97M-V with the def2-TZVPD basis set)
C -1.085 1.774 -0.219
C -1.185 0.194 -0.238
C 0.857 -1.561 -0.280
C 1.172 -0.099 0.429
H -2.006 2.372 -0.419
H 0.437 -2.385 0.421
H 1.513 -1.969 -1.122
H 0.740 -0.360 1.775
H 2.093 0.662 0.231
N 0.113 -0.290 -0.595
O 0.003 2.252 -0.039
S -2.652 -0.588 0.054
```

Values from the calculation:
E_tot = -18597.18029 eV
gap between HOMO and LUMO = 8.1 eV
multiplicity = 1
total charge = 0
M = 115.2 g/mol